# 1
C3H11NO3 | ωB97M-V/def2-TZVPD

Output
Orbital gap (spin up / spin down) = 4.0 / 7.2 eV
LUMO (spin up / spin down) = 3.618 / 3.564 eV
E_tot = -401.3559 hartree
Multiplicity = 2
HOMO energy (spin up / spin down) = -0.35 / -3.64 eV
Energy above the lowest of the compared OMol25 structures with the same formula, charge and spin = 0.5 kJ/mol
Total charge = -1

Last columns: bonded neighbours and bond lengths (Å).
Cartesian coordinates (Å):
1 H -0.15 -1.08 1.05  C7 1.106
2 H 0.57 -1.22 -0.86  N3 1.029
3 N 0.93 -0.31 -0.56  H2 1.029, H6 1.021, C7 1.515
4 C 1.82 -0.64 1.72  C7 1.524, H8 1.105, O17 1.290
5 H -0.71 0.91 2.20  C15 1.101
6 H 1.93 -0.51 -0.56  N3 1.021
7 C 0.58 -0.26 0.91  H1 1.106, N3 1.515, C4 1.524, C15 1.517
8 H 1.88 -0.20 2.73  C4 1.105
9 H -1.93 -0.46 -2.15  O12 0.979
10 H -0.80 1.87 -2.25  O11 0.960
11 O -1.02 1.07 -1.78  H10 0.960, H18 1.007
12 O -2.38 -1.31 -2.36  H9 0.979, H16 0.964
13 H 0.77 1.71 1.80  C15 1.090
14 H -0.55 1.57 0.59  C15 1.085
15 C 0.00 1.07 1.38  H5 1.101, C7 1.517, H13 1.090, H14 1.085
16 H -3.23 -1.22 -1.92  O12 0.964
17 O 2.47 -1.71 1.43  C4 1.290
18 H -0.18 0.71 -1.36  O11 1.007

***

# 2
C3H11NO3 | ωB97M-V/def2-TZVPD

Output
Orbital gap (spin up / spin down) = 3.6 / 6.7 eV
LUMO (spin up / spin down) = 3.339 / 3.284 eV
E_tot = -401.2986 hartree
Multiplicity = 2
HOMO energy (spin up / spin down) = -0.27 / -3.45 eV
Energy above the lowest of the compared OMol25 structures with the same formula, charge and spin = 150.9 kJ/mol
Total charge = -1

Last columns: bonded neighbours and bond lengths (Å).
Cartesian coordinates (Å):
1 H 1.92 0.42 -1.38  C14 1.130
2 H -0.85 -1.74 0.76  C15 1.166
3 N 0.28 -0.74 -1.83  C9 1.424, C14 1.296
4 O 0.97 -0.41 2.61  H13 0.992, H18 0.970
5 H -0.20 2.26 0.60  O12 0.972
6 O -0.62 2.04 -1.64  H8 0.974, H16 1.016
7 H 1.20 -0.62 0.10  C14 1.140
8 H -0.45 1.11 -1.44  O6 0.974
9 C -0.61 -1.78 -1.46  N3 1.424, H10 1.081, C15 1.353
10 H -0.99 -2.27 -2.34  C9 1.081
11 H -0.23 2.96 1.93  O12 0.925
12 O 0.05 2.17 1.53  H5 0.972, H11 0.925
13 H 1.77 -0.16 3.13  O4 0.992
14 C 1.08 -0.21 -0.95  H1 1.130, N3 1.296, H7 1.140
15 C -0.82 -2.34 -0.24  H2 1.166, C9 1.353, H17 1.119
16 H -1.63 2.10 -1.70  O6 1.016
17 H -1.44 -3.27 -0.18  C15 1.119
18 H 0.58 0.47 2.50  O4 0.970

***

# 3
C3H11NO3 | ωB97M-V/def2-TZVPD

Output
Orbital gap = 9.9 eV
LUMO = 0.626 eV
SMILES = NC(CO)CO.O
E_tot = -401.2959 hartree
HOMO energy = -9.28 eV
Energy above the lowest of the compared OMol25 structures with the same formula, charge and spin = 307.7 kJ/mol
Total charge = 0

Last columns: bonded neighbours and bond lengths (Å).
Cartesian coordinates (Å):
1 O 2.04 -0.93 0.78  H11 1.018, C12 1.448
2 H 0.42 0.91 1.57  N7 1.061
3 H -1.31 0.87 1.67  N7 1.007
4 H 1.31 2.13 0.15  O5 0.972
5 O 1.48 2.74 -0.59  H4 0.972, H14 0.919
6 C -0.21 -0.31 0.13  N7 1.487, C8 1.501, C12 1.525, H16 1.097
7 N -0.47 0.35 1.44  H2 1.061, H3 1.007, C6 1.487
8 C -1.39 -0.85 -0.63  C6 1.501, H9 1.042, H13 1.105, O18 1.477
9 H -1.08 -1.35 -1.49  C8 1.042
10 H 0.13 -2.08 1.05  C12 1.275
11 H 2.52 -0.41 0.05  O1 1.018
12 C 0.81 -1.43 0.19  O1 1.448, C6 1.525, H10 1.275, H15 1.150
13 H -1.84 -1.58 0.07  C8 1.105
14 H 1.73 3.54 -0.22  O5 0.919
15 H 0.82 -2.00 -0.81  C12 1.150
16 H 0.26 0.36 -0.60  C6 1.097
17 H -2.74 -0.07 -1.81  O18 0.938
18 O -2.47 0.11 -0.93  C8 1.477, H17 0.938

***

# 4
C3H11NO3 | ωB97M-V/def2-TZVPD

Output
Orbital gap = 10.0 eV
LUMO = 0.659 eV
SMILES = CNC(C)=O.O.O
E_tot = -401.3799 hartree
HOMO energy = -9.33 eV
Energy above the lowest of the compared OMol25 structures with the same formula, charge and spin = 87.0 kJ/mol
Total charge = 0

Last columns: bonded neighbours and bond lengths (Å).
Cartesian coordinates (Å):
1 H 4.26 -3.16 -3.13  O2 0.960
2 O 3.99 -3.61 -3.94  H1 0.960, H5 0.968
3 C -2.22 1.10 -0.17  N6 1.376, O12 1.210, C17 1.502
4 O 0.69 1.28 3.93  H13 0.963, H18 0.965
5 H 4.78 -3.73 -4.49  O2 0.968
6 N -1.85 -0.19 -0.48  C3 1.376, C10 1.450, H14 1.014
7 H -0.37 -1.36 -1.42  C10 1.086
8 H -0.37 -1.45 0.39  C10 1.105
9 H -0.86 1.39 1.42  C17 1.092
10 C -0.54 -0.80 -0.50  N6 1.450, H7 1.086, H8 1.105, H11 1.098
11 H 0.26 -0.06 -0.37  C10 1.098
12 O -3.34 1.49 -0.42  C3 1.210
13 H 0.80 0.81 4.76  O4 0.963
14 H -2.62 -0.71 -0.88  N6 1.014
15 H -1.50 2.94 0.69  C17 1.088
16 H -0.30 1.96 -0.15  C17 1.097
17 C -1.17 1.92 0.52  C3 1.502, H9 1.092, H15 1.088, H16 1.097
18 H 0.38 2.15 4.22  O4 0.965

***

# 5
C3H11NO3 | ωB97M-V/def2-TZVPD

Output
Orbital gap = 9.9 eV
LUMO = 0.599 eV
SMILES = NCCC=O.O.O
E_tot = -401.3468 hartree
HOMO energy = -9.26 eV
Energy above the lowest of the compared OMol25 structures with the same formula, charge and spin = 174.1 kJ/mol
Total charge = 0

Last columns: bonded neighbours and bond lengths (Å).
Cartesian coordinates (Å):
1 O -2.26 1.02 1.20  C7 1.205
2 C -0.68 -0.17 -0.10  C7 1.506, H8 1.089, H13 1.091, C18 1.538
3 H 1.39 -1.76 0.71  N14 1.024
4 O 4.17 -0.30 -0.60  H15 0.967, H16 0.969
5 H 0.50 -1.76 1.96  N14 0.994
6 O -1.16 2.47 -1.92  H9 0.964, H11 0.966
7 C -1.13 0.62 1.10  O1 1.205, C2 1.506, H10 1.107
8 H -1.50 -0.07 -0.80  C2 1.089
9 H -0.60 3.11 -2.37  O6 0.964
10 H -0.43 0.80 1.94  C7 1.107
11 H -1.63 2.02 -2.63  O6 0.966
12 H -1.52 -2.04 0.62  C18 1.091
13 H 0.25 0.21 -0.53  C2 1.091
14 N 0.51 -2.16 1.05  H3 1.024, H5 0.994, C18 1.456
15 H 4.54 -1.17 -0.39  O4 0.967
16 H 4.80 -0.02 -1.29  O4 0.969
17 H -0.49 -2.17 -0.74  C18 1.079
18 C -0.57 -1.67 0.21  C2 1.538, H12 1.091, N14 1.456, H17 1.079

***

# 6
C3H11NO3 | ωB97M-V/def2-TZVPD

Output
Orbital gap (spin up / spin down) = 8.6 / 3.6 eV
LUMO (spin up / spin down) = -4.675 / -9.675 eV
E_tot = -401.0161 hartree
Multiplicity = 2
HOMO energy (spin up / spin down) = -13.26 / -13.26 eV
Energy above the lowest of the compared OMol25 structures with the same formula, charge and spin = 94.1 kJ/mol
Total charge = +1

Last columns: bonded neighbours and bond lengths (Å).
Cartesian coordinates (Å):
1 C 0.98 -2.63 -0.82  H5 1.086, C7 1.522, H12 1.094, H18 1.088
2 H 0.12 0.18 0.68  O3 0.953
3 O 0.48 0.59 1.47  H2 0.953, H16 0.961
4 H 2.11 4.89 3.33  O10 0.940
5 H 1.89 -2.88 -1.35  C1 1.086
6 H -0.76 -0.11 -2.84  N14 1.000
7 C -0.15 -2.36 -1.80  C1 1.522, H11 1.087, C15 1.538, H17 1.092
8 H 1.27 6.15 3.17  O10 0.947
9 O -1.70 -1.43 -0.19  C15 1.225
10 O 1.95 5.75 3.68  H4 0.940, H8 0.947
11 H -0.79 -3.21 -2.01  C7 1.087
12 H 1.29 -1.73 -0.28  C1 1.094
13 H -2.19 0.22 -1.68  N14 1.014
14 N -1.33 -0.19 -2.03  H6 1.000, H13 1.014, C15 1.359
15 C -1.08 -1.27 -1.24  C7 1.538, O9 1.225, N14 1.359
16 H 0.83 1.42 1.13  O3 0.961
17 H 0.26 -1.88 -2.70  C7 1.092
18 H 0.74 -3.42 -0.12  C1 1.088

***

# 7
C3H11NO3S | ωB97M-V/def2-TZVPD

Output
Orbital gap = 9.6 eV
LUMO = 0.375 eV
SMILES = O=CNCCS.O.O
E_tot = -799.5557 hartree
HOMO energy = -9.21 eV
Energy above the lowest of the compared OMol25 structures with the same formula, charge and spin = 89.3 kJ/mol
Total charge = 0

Last columns: bonded neighbours and bond lengths (Å).
Cartesian coordinates (Å):
1 H 0.92 -1.06 -1.76  C15 1.098
2 H 0.15 1.27 1.00  C16 1.097
3 O 2.32 -1.85 -0.49  C15 1.214
4 H -1.40 0.15 -3.89  O9 0.962
5 H -1.99 2.03 1.66  S8 1.341
6 H 1.07 -0.71 3.49  O12 0.965
7 H 1.09 -0.59 1.13  N13 0.997
8 S -2.56 0.83 1.54  H5 1.341, C10 1.828
9 O -0.67 -0.11 -3.32  H4 0.962, H11 0.967
10 C -1.64 0.43 0.02  S8 1.828, H14 1.086, C16 1.530, H17 1.085
11 H 0.03 -0.44 -3.91  O9 0.967
12 O 1.81 -0.09 3.54  H6 0.965, H18 0.964
13 N 0.71 -0.47 0.21  H7 0.997, C15 1.354, C16 1.451
14 H -1.78 -0.64 -0.08  C10 1.086
15 C 1.37 -1.14 -0.76  H1 1.098, O3 1.214, N13 1.354
16 C -0.13 0.71 0.11  H2 1.097, C10 1.530, N13 1.451, H19 1.080
17 H -2.00 0.91 -0.89  C10 1.085
18 H 2.51 -0.58 3.09  O12 0.964
19 H 0.19 1.36 -0.69  C16 1.080

***

# 8
C3H11NO4 | ωB97M-V/def2-TZVPD

Output
Orbital gap = 9.6 eV
LUMO = 0.452 eV
SMILES = N[C@@H](C=O)CO.O.O
E_tot = -476.5955 hartree
HOMO energy = -9.19 eV
Energy above the lowest of the compared OMol25 structures with the same formula, charge and spin = 215.8 kJ/mol
Total charge = 0

Last columns: bonded neighbours and bond lengths (Å).
Cartesian coordinates (Å):
1 O -0.03 3.42 -0.25  H14 0.973, H15 0.967
2 C 0.99 0.14 0.97  O6 1.204, H17 1.105, C19 1.515
3 C 0.69 -1.46 -0.97  H8 1.086, H12 1.098, O16 1.412, C19 1.556
4 H -0.99 -2.26 1.86  O5 0.965
5 O -1.29 -1.35 1.94  H4 0.965, H18 0.964
6 O 1.95 -0.44 1.39  C2 1.204
7 H 1.08 0.65 -1.01  C19 1.098
8 H 1.74 -1.60 -1.22  C3 1.086
9 H -1.13 1.28 -0.40  N10 1.018
10 N -0.99 0.30 -0.61  H9 1.018, H13 1.018, C19 1.459
11 H -0.94 -1.50 -1.99  O16 0.967
12 H 0.43 -2.15 -0.16  C3 1.098
13 H -1.48 -0.18 0.14  N10 1.018
14 H -0.35 3.57 -1.16  O1 0.973
15 H 0.92 3.63 -0.32  O1 0.967
16 O -0.01 -1.72 -2.17  C3 1.412, H11 0.967
17 H 0.57 0.98 1.55  C2 1.105
18 H -1.60 -1.29 2.85  O5 0.964
19 C 0.43 -0.02 -0.43  C2 1.515, C3 1.556, H7 1.098, N10 1.459